1.
Density functional theory data (ωB97M-V with the def2-TZVPD basis set) for a molecular structure, C23H45ClIN5O7PS in a non-equilibrium geometry.

```
84
Properties=species:S:1:pos:R:3:forces:R:3
C -2.6956 1.3404 3.1991 0.028 0.035 -0.216
C -3.5841 2.3564 3.0159 0.259 0.369 -0.219
C -4.5159 2.4567 1.8372 -0.567 -0.725 1.147
O -5.5904 1.9774 1.8407 -2.090 -0.714 -0.122
O -4.0724 3.1181 0.7255 1.168 -0.572 0.783
C -3.1426 2.2643 0.0161 0.383 0.196 -0.770
C -3.8564 1.2606 -0.9056 0.019 0.461 0.625
C -3.9816 -0.1625 -0.3113 0.307 0.209 -1.188
C -2.9577 -1.1166 -0.9928 -0.271 0.236 0.178
C -2.3794 -2.1581 -0.0210 -0.331 0.494 0.305
C -1.3286 -1.4603 0.8667 0.109 -0.049 0.034
C 0.0475 -1.3202 0.1829 -0.624 0.434 0.624
N 0.8361 -0.1774 0.6640 1.351 -0.336 -0.945
C 1.5327 0.3768 -0.5235 0.147 0.901 -0.451
C 0.6750 1.5121 -1.1369 -0.284 -0.459 -0.589
C 0.5576 1.3789 -2.6749 0.468 0.238 0.721
C 1.8517 1.9366 -3.3091 -0.146 -0.283 0.081
N 2.1141 1.4707 -4.6887 -1.076 -0.475 0.577
C 0.9676 1.7562 -5.4991 1.013 -1.851 0.306
C 0.2433 0.5537 -6.0870 0.508 0.377 -0.110
O 0.6352 2.8758 -5.6566 -0.963 1.956 -0.259
C 1.7030 -0.4737 1.7845 -0.583 -1.079 1.610
O 0.8870 -1.1195 2.7678 -0.606 -0.127 -0.527
C 2.2128 0.7680 2.5771 1.029 0.974 -0.112
C 2.8834 1.9348 1.8434 0.167 0.420 -0.789
C 3.0501 0.4477 3.8377 -0.233 0.579 0.580
C 3.1580 1.6710 4.7865 -0.643 -0.420 -0.615
C 2.7762 -1.6482 1.4743 0.511 0.340 1.551
S 4.4230 -0.9772 1.0496 -0.066 0.141 -0.525
I 2.9213 -3.0385 3.1770 0.296 0.310 -0.260
N 2.3432 -2.5108 0.2909 -0.817 0.334 -0.592
P 3.1597 -4.1746 0.1777 2.695 -2.151 -0.507
N 4.6884 -4.1764 0.4548 -0.636 -0.082 0.179
C 0.8646 -2.6428 0.0954 -2.871 -0.973 -0.107
Cl 0.5398 -3.3119 -1.5726 0.925 0.657 -0.226
O 0.3131 -3.5770 1.0212 1.645 1.593 0.202
N -0.2187 -4.7812 0.4495 -0.523 -1.397 0.220
O -0.5110 -5.5055 1.2944 -0.042 0.191 -0.144
H -2.9946 0.3006 3.3290 0.070 -0.228 -1.884
H -1.6281 1.5755 3.1766 -0.053 0.090 2.104
H -3.6734 3.1368 3.7754 1.260 1.145 -1.101
H -2.5052 2.9495 -0.5458 -0.172 0.035 -0.055
H -2.4766 1.7330 0.7093 -0.158 0.160 0.140
H -3.3150 1.2567 -1.8563 -0.093 -0.214 0.010
H -4.8369 1.6772 -1.1234 -0.002 -0.040 -0.026
H -4.9799 -0.5156 -0.5681 -0.032 -0.153 0.469
H -3.8366 -0.1385 0.7705 -0.187 -0.048 0.013
H -3.4602 -1.5663 -1.8517 0.182 -0.125 0.028
H -2.1726 -0.4643 -1.3997 0.193 -0.340 -0.026
H -3.2028 -2.4795 0.6236 0.085 -0.132 -0.027
H -2.0119 -3.0563 -0.5183 0.095 0.092 -0.051
H -1.2669 -1.8545 1.8797 0.042 -0.282 -0.172
H -1.6670 -0.4236 0.9680 0.102 -0.017 0.101
H -0.2585 -1.0712 -0.8307 0.408 0.094 -0.114
H 2.5502 0.7123 -0.3154 -0.200 0.082 0.390
H 1.6919 -0.3650 -1.3283 -0.261 -0.195 0.266
H -0.3257 1.4273 -0.7054 0.082 0.082 0.112
H 1.0681 2.4981 -0.8781 -0.051 -0.050 0.096
H 0.4233 0.3089 -2.8858 0.028 0.108 -0.256
H -0.3280 1.9082 -3.0303 0.073 0.006 -0.103
H 1.7925 3.0230 -3.2816 0.168 0.013 -0.135
H 2.6786 1.6214 -2.6650 0.184 0.131 -0.260
H 2.2284 0.4625 -4.6304 0.150 0.076 -0.149
H -0.5459 0.2062 -5.4173 0.100 0.112 0.132
H 0.9711 -0.2487 -6.2185 -0.261 -0.119 -0.283
H -0.2192 0.8649 -7.0212 0.067 -0.214 -0.060
H 0.0904 -0.5807 2.8924 0.197 0.013 -0.010
H 1.2971 1.1993 3.0013 -0.221 -0.260 -0.335
H 3.9183 1.7542 1.5481 -0.031 -0.264 0.137
H 2.9174 2.8349 2.4549 -0.187 -0.172 0.233
H 2.3771 2.2563 0.9310 -0.195 -0.111 0.195
H 2.5366 -0.2998 4.4393 0.208 -0.362 -0.251
H 4.0750 0.1532 3.6151 -0.130 -0.326 -0.158
H 3.5693 1.3382 5.7368 0.196 0.211 -0.030
H 2.1464 2.0452 4.9764 0.105 0.105 0.100
H 3.7356 2.4765 4.3410 0.192 -0.003 0.289
H 5.1666 -1.2507 2.1404 -0.460 -0.338 -0.118
H 2.6845 -2.0222 -0.5530 -0.055 -0.084 0.059
H 2.4245 -5.0732 0.9654 -0.464 0.877 -0.025
H 2.9675 -4.5979 -1.1570 -0.794 0.533 0.269
H 5.1698 -4.4539 -0.3980 0.225 0.394 0.071
O -6.3107 0.8395 -2.9803 -0.011 0.137 -0.003
H -6.0012 1.4656 -3.6442 -0.033 -0.073 -0.010
H -7.0137 1.3135 -2.5213 -0.017 -0.093 -0.020
```
Forces are in eV/Å.

Output
HOMO, eV: -10.6
Net charge: +1
HOMO-LUMO gap, eV: 6.85

---

2.
Density functional theory data (ωB97M-V with the def2-TZVPD basis set) for a molecular structure, C23H45FGeMgNSi4.

```
76
Properties=species:S:1:pos:R:3:forces:R:3
Mg -0.0945 1.1930 1.0088 -0.243 0.369 0.116
C 1.8997 2.2834 1.6217 -0.050 -0.032 0.113
C 1.7895 1.0966 2.4026 0.000 0.075 -0.037
C 0.6779 1.2508 3.2677 0.033 -0.086 -0.092
C 0.1039 2.5151 3.0236 0.079 0.009 -0.064
C 0.8618 3.1561 2.0168 0.064 -0.137 0.065
H 2.6682 2.4906 0.8913 -0.015 0.013 0.014
H 2.4698 0.2605 2.3788 0.019 0.013 0.004
H 0.3291 0.5218 3.9841 0.015 0.015 0.026
H -0.7753 2.9096 3.5100 0.014 0.046 -0.003
H 0.6689 4.1354 1.6087 -0.011 0.021 -0.018
C 0.6310 3.0942 -1.7683 0.025 0.042 0.081
Si -1.1965 3.2298 -1.3659 0.051 -0.022 -0.041
C -1.5418 4.9692 -0.7593 0.020 0.029 0.007
C -2.1847 2.9808 -2.9545 -0.023 -0.014 -0.008
N -1.5142 2.0263 -0.1680 -0.153 -0.243 -0.001
C -2.7917 1.7039 0.2270 0.121 0.046 -0.029
C -4.0005 2.2643 -0.2362 0.044 -0.049 0.031
C -5.2342 1.8410 0.2343 -0.005 0.000 0.013
C -5.3466 0.8442 1.1944 0.010 0.008 -0.024
C -4.1832 0.2673 1.6899 -0.015 -0.004 0.028
C -2.9881 0.7161 1.1988 0.006 0.010 0.006
F -1.8180 0.1340 1.6963 0.056 -0.062 0.003
H 0.8816 3.7388 -2.6135 0.013 0.009 -0.014
H 0.9060 2.0713 -2.0400 0.001 -0.011 -0.009
H 1.2491 3.4032 -0.9210 -0.007 -0.020 -0.052
H -1.3139 5.6963 -1.5434 -0.012 0.013 0.004
H -0.9335 5.2145 0.1125 0.015 0.004 0.024
H -2.5887 5.1003 -0.4777 -0.014 -0.008 -0.006
H -1.5310 3.0336 -3.8282 0.004 0.004 -0.002
H -2.9468 3.7550 -3.0683 -0.011 -0.001 -0.020
H -2.6914 2.0148 -2.9786 -0.001 -0.021 0.002
H -3.9619 3.0461 -0.9803 -0.004 0.055 -0.055
H -6.1293 2.3064 -0.1586 -0.002 0.004 -0.006
H -6.3127 0.5211 1.5542 -0.007 0.001 0.002
H -4.1980 -0.5112 2.4410 0.011 -0.006 0.004
C -0.5543 -0.4403 -2.9734 0.007 0.035 0.024
Si -0.4988 -1.7981 -1.6918 -0.016 -0.017 -0.087
C 0.0973 -3.3772 -2.5205 0.061 -0.025 0.020
C -2.2115 -2.0480 -0.9900 -0.021 0.005 0.034
Ge 1.0782 -1.3532 0.0484 -0.044 -0.051 -0.005
Si 3.3113 -1.1990 -0.7610 0.013 -0.003 -0.004
C 3.3371 -0.2554 -2.3774 -0.034 0.046 -0.023
C 3.9190 -2.9540 -1.0433 -0.008 -0.011 0.005
C 4.4640 -0.3644 0.4536 0.005 0.041 0.054
Si 0.8653 -2.8427 1.9054 0.028 0.002 -0.009
C 2.3213 -2.6409 3.0655 0.039 0.040 0.021
C 0.8689 -4.5879 1.2123 0.001 0.003 -0.079
C -0.7207 -2.5799 2.8581 -0.058 0.040 0.023
H -1.2433 -0.7266 -3.7729 0.003 0.016 -0.015
H 0.4214 -0.2412 -3.4198 -0.005 -0.012 0.002
H -0.9214 0.4834 -2.5256 -0.017 0.020 -0.003
H -0.5974 -3.6842 -3.3069 -0.022 0.014 -0.001
H 0.1948 -4.2018 -1.8119 0.001 -0.002 -0.015
H 1.0733 -3.2144 -2.9834 0.007 -0.028 -0.013
H -2.8968 -2.3431 -1.7891 -0.011 -0.010 -0.001
H -2.5932 -1.1248 -0.5497 -0.018 -0.024 -0.009
H -2.2313 -2.8268 -0.2249 -0.007 -0.002 0.008
H 2.7019 -0.7307 -3.1274 0.018 -0.005 -0.013
H 4.3545 -0.2130 -2.7745 0.004 0.005 -0.009
H 2.9850 0.7703 -2.2401 0.011 -0.025 -0.013
H 3.2658 -3.5057 -1.7215 -0.004 -0.011 -0.007
H 3.9654 -3.5041 -0.1009 0.008 -0.017 0.002
H 4.9236 -2.9425 -1.4745 0.007 -0.003 0.000
H 4.1862 0.6754 0.6322 -0.004 -0.009 -0.001
H 5.4820 -0.3750 0.0554 0.010 -0.008 0.000
H 4.4763 -0.8779 1.4167 0.015 -0.001 0.012
H 3.2719 -2.7657 2.5431 0.016 -0.013 0.003
H 2.2745 -3.3901 3.8599 0.000 -0.008 0.004
H 2.3214 -1.6559 3.5363 0.007 -0.014 0.014
H 1.7561 -4.7748 0.6040 0.001 -0.020 -0.005
H -0.0092 -4.7561 0.5848 0.001 -0.022 0.003
H 0.8500 -5.3229 2.0209 -0.003 0.004 0.019
H -0.7364 -1.6003 3.3369 -0.018 0.008 0.005
H -0.8176 -3.3399 3.6380 0.012 -0.012 -0.006
H -1.5949 -2.6448 2.2082 -0.013 -0.001 0.003
```
Forces are in eV/Å.

Output
HOMO (spin up / spin down), eV: -7.4 / -7.4
Net charge: 0
Spin multiplicity: 2
HOMO-LUMO gap (spin up / spin down), eV: 8.03 / 5.73

---

Q: Which formula does entry 2 have?
A: C23H45FGeMgNSi4